This record from the OMol25 dataset describes 9 unconnected molecules or ions with the total composition C34H62N6O7 in a non-equilibrium geometry. The level of theory is ωB97M-V/def2-TZVPD.

```
! wB97M-V def2-TZVPD RIJCOSX def2/J DEFGRID3
* xyz 0 1
C -6.9646 5.2563 -2.9536
N -5.8575 6.1591 -2.7838
C -5.4537 6.6030 -1.6389
C -6.1107 6.0498 -0.3231
O -4.5759 7.4655 -1.6361
H -7.0749 4.9716 -3.9999
H -7.8986 5.7467 -2.6794
H -6.9362 4.3101 -2.4133
H -5.4566 6.6601 -3.5637
H -6.2026 4.9638 -0.3105
H -7.1312 6.3804 -0.1301
H -5.5606 6.3669 0.5629
C -6.0575 -6.6817 -0.3961
N -6.4582 -5.8493 -1.5009
C -5.6520 -5.0880 -2.2335
C -4.2115 -4.8425 -1.8105
O -6.0105 -4.6333 -3.3084
H -6.8697 -6.6427 0.3298
H -5.1360 -6.3730 0.0974
H -6.0582 -7.7298 -0.6956
H -7.2630 -6.2154 -1.9892
H -3.6559 -5.7754 -1.9058
H -4.0812 -4.5101 -0.7806
H -3.8053 -4.1961 -2.5885
C 1.6655 7.5109 10.3047
N 2.1093 6.6383 9.2253
C 1.9745 5.2932 9.2384
C 2.4631 4.5369 8.0077
O 1.4872 4.6759 10.1879
H 1.0423 8.2994 9.8829
H 2.5907 8.0038 10.6033
H 1.2517 6.9981 11.1730
H 2.5493 7.0679 8.4241
H 3.1154 3.7091 8.2857
H 2.9987 5.1702 7.3004
H 1.5884 4.0545 7.5715
C 2.6480 -6.2613 4.5862
N 2.1458 -7.5926 5.0542
C 2.2636 -8.0321 6.2929
C 1.6699 -9.4271 6.5674
O 2.7968 -7.4281 7.1896
H 1.9203 -5.8054 3.9148
H 3.4942 -6.4867 3.9373
H 2.9039 -5.5795 5.3972
H 1.5001 -8.0816 4.4507
H 1.0223 -9.8678 5.8095
H 1.0939 -9.4374 7.4927
H 2.4822 -10.1447 6.6830
C 2.9585 1.3819 -10.7451
C 2.8608 1.4974 -9.3755
C 4.0562 1.5251 -8.6273
N 5.2926 1.5706 -9.1854
C 5.3824 1.5715 -10.5194
C 4.2286 1.3732 -11.3120
H 2.0175 1.3014 -11.2691
H 1.9115 1.4471 -8.8629
H 3.9877 1.4988 -7.5498
H 6.3333 1.7105 -11.0123
H 4.2549 1.3430 -12.3913
C -4.2642 -2.1128 5.0334
C -3.3727 -3.1198 5.4052
C -2.3425 -2.8088 6.3154
N -2.2444 -1.5780 6.8650
C -3.1903 -0.6413 6.4952
C -4.1701 -0.8597 5.5566
H -5.0256 -2.3306 4.2990
H -3.4192 -4.1420 5.0599
H -1.7263 -3.6334 6.6419
H -3.0354 0.2802 7.0366
H -4.8410 -0.0482 5.3163
C -0.4841 1.2172 -0.9421
C -0.2644 1.8309 0.4242
C 0.1884 0.6217 1.1808
O 0.8451 -0.2322 0.1965
C 0.6835 0.2219 -1.1485
H -0.6224 2.0761 -1.5988
H -1.4554 0.7247 -0.9884
H -1.1544 2.4108 0.6688
H 0.5827 2.5143 0.3652
H -0.6366 0.0568 1.6149
H 0.9041 0.8247 1.9775
H 0.2851 -0.6342 -1.6929
H 1.6380 0.6225 -1.4900
C 3.4859 6.0326 -2.9448
C 2.6786 7.1775 -2.3165
C 3.4396 8.3782 -2.7296
O 4.5997 7.9070 -3.5237
C 4.2319 6.6221 -4.1162
H 2.7589 5.2936 -3.2816
H 4.1632 5.6007 -2.2081
H 2.3637 7.1323 -1.2739
H 1.7119 7.1941 -2.8198
H 3.8317 8.9184 -1.8679
H 2.8877 9.0876 -3.3463
H 5.1407 6.0850 -4.3875
H 3.6489 6.7480 -5.0286
C 2.5484 -5.8327 -4.7664
C 2.4477 -7.1032 -3.9693
C 3.0344 -6.5855 -2.7005
O 4.0978 -5.7761 -3.0702
C 3.8158 -5.1720 -4.3082
H 1.6369 -5.2793 -4.5406
H 2.5766 -6.0055 -5.8422
H 3.0910 -7.9050 -4.3319
H 1.4292 -7.4583 -3.8125
H 3.3651 -7.4308 -2.0969
H 2.3525 -5.9284 -2.1606
H 4.6071 -5.2795 -5.0501
H 3.5978 -4.1122 -4.1761
*
```

The calculation puts the HOMO energy at -9.493 eV. As for the electronic energy: -59533.5933 eV. Its structure (SMILES) is CNC(C)=O.CNC(C)=O.CNC(C)=O.CNC(C)=O.c1ccncc1.c1ccncc1.C1CCOC1.C1CCOC1.C1CCOC1. As for the energy above the lowest of the compared OMol25 structures with the same formula, charge and spin: 0.0 kcal/mol.

Results of the Löwdin charge analysis, in e, for atoms 1 through 8: -0.09, 0.01, -0.56, 0.00, 0.01, 0.09, 0.09, 0.08